No. 1
The following is a DFT calculation (ωB97M-V/def2-TZVPD) of a molecular structure, C20H20BrGeN2OOs.

```
46
Properties=species:S:1:pos:R:3:forces:R:3:mulliken_spin:R:1
Os 1.1442 -1.1603 0.5521 -0.877 -2.593 1.471 2.690
Br 4.6620 2.4047 -4.5421 0.011 0.502 0.070 0.001
C 4.1255 1.3693 -3.0710 0.088 0.171 0.131 -0.001
C 4.5025 0.0286 -3.1154 -0.223 0.707 -0.884 0.029
C 4.0751 -0.7953 -2.1280 0.263 -1.283 0.504 -0.016
C 3.2115 -0.4020 -1.1145 -0.116 2.334 -0.990 0.105
O 2.8138 -1.3089 -0.2514 1.332 -0.574 -0.434 0.075
C 2.7739 1.0042 -1.0878 0.370 -1.803 0.602 0.025
C 1.7395 1.5833 -0.2568 -1.802 -0.680 0.988 0.016
N 0.8407 0.8764 0.4502 1.780 1.713 -1.846 0.073
C -0.3293 1.1133 1.1733 0.167 1.947 0.952 0.239
C -0.9634 2.3343 1.4251 0.161 -2.121 -0.354 -0.115
C -2.1652 2.3263 2.1886 -0.596 -1.491 0.190 0.274
C -2.6320 1.1480 2.8054 0.565 0.649 -0.571 -0.175
C -1.8393 -0.0259 2.8330 0.361 0.457 0.425 0.273
C -1.7562 -0.7878 4.0150 -0.077 -1.047 0.019 -0.088
C -0.6536 -1.5910 4.3336 -1.198 0.675 -0.080 0.226
C 0.4725 -1.5627 3.4866 -0.747 0.671 0.091 0.041
N 0.5124 -0.7607 2.4629 -0.463 -0.705 -1.217 0.194
C -0.7473 -0.2310 1.8266 -0.183 1.827 0.199 -0.062
C 3.3665 1.8589 -2.0219 0.011 1.183 -0.513 0.031
H 5.0485 -0.3495 -3.9901 -0.074 0.172 0.642 0.001
H 4.4215 -1.8214 -2.1499 -0.247 -0.088 0.187 -0.001
H 1.6628 2.6653 -0.3343 -0.156 0.061 0.209 0.000
H -0.6337 3.2475 0.9680 0.268 0.217 -0.101 -0.003
H -2.7696 3.2124 2.3237 0.208 0.144 -0.123 0.012
H -3.5603 1.1983 3.3658 0.237 -0.063 0.213 0.000
H -2.6014 -0.7209 4.7002 0.297 0.011 0.041 -0.003
H -0.6198 -2.1379 5.2629 -0.033 -0.077 -0.025 0.014
H 1.3368 -2.1575 3.6941 0.522 -0.136 0.145 0.008
H 3.1675 2.9472 -1.9013 0.090 -0.905 -0.491 -0.003
C -1.1738 -2.2418 -2.3725 0.291 -0.335 0.440 0.007
Ge -1.7250 -0.7903 -1.1909 -0.115 -0.400 0.388 0.016
C -1.2253 0.8488 -2.0805 0.526 0.524 0.589 0.006
C -3.6343 -0.9306 -0.8498 0.222 -0.029 -0.587 0.003
C -0.9188 -1.2154 0.6182 0.072 0.027 -0.179 0.089
H -1.1028 -3.1395 -1.7428 -0.102 -0.019 -0.403 -0.003
H -0.2006 -2.0972 -2.8570 -0.206 0.102 0.119 0.002
H -1.9345 -2.3820 -3.1440 0.091 -0.081 0.097 0.001
H -1.7561 0.8755 -3.0186 -0.203 0.071 -0.345 0.000
H -0.1528 0.8974 -2.2863 -0.076 -0.180 -0.085 -0.003
H -1.4665 1.7367 -1.4986 -0.187 0.077 -0.064 0.001
H -4.1633 -0.7438 -1.7897 -0.131 0.174 0.285 -0.001
H -3.8942 -0.2136 -0.0782 -0.344 0.038 0.019 0.002
H -3.8739 -1.9469 -0.5436 -0.026 0.013 0.193 0.000
H -1.3840 -2.1624 0.9319 0.250 0.145 0.080 0.020
```
Positions in Å, forces in eV/Å.

Summary:
Gap between HOMO and LUMO (alpha / beta) = 5.8 / 6.1 eV
HOMO energy (alpha / beta) = -0.3785 / -0.4191 Eh
Energy relative to the best compared isomer or geometry (same formula, charge and spin) = 0.00 kJ/mol
Total charge = +1
LUMO energy (alpha / beta) = -4.481 / -5.341 eV
2S+1 = 5

---

No. 2
The following is a DFT calculation (ωB97M-V/def2-TZVPD) of a molecular structure, C20H20CaCl5GeINO3PS2.

```
55
Properties=species:S:1:pos:R:3:forces:R:3:lowdin_charge:R:1
Ca -0.1496 1.3712 0.6420 0.096 0.094 -0.075 0.879
Cl -6.4710 -0.2883 -2.7205 -0.008 -0.009 -0.002 0.615
C -5.0935 0.5355 -2.0148 0.002 0.038 -0.005 -0.628
C -5.1048 1.8979 -1.9184 -0.023 -0.001 0.000 -0.203
C -4.0244 2.5909 -1.3601 0.073 0.070 0.017 -0.650
I -4.0865 4.6732 -1.2295 -0.007 -0.061 -0.010 0.825
C -2.8756 1.9516 -0.8751 -0.007 -0.082 -0.081 -0.473
O -1.8697 2.5298 -0.3646 -0.042 0.092 0.044 -0.326
C -2.8960 0.4954 -0.9939 -0.057 0.019 0.000 -0.138
N -1.7981 -0.1374 -0.5152 0.067 -0.137 0.076 0.041
C -1.7378 -1.4487 -0.5453 0.011 0.023 -0.075 -0.145
C -2.7685 -2.2340 -1.0906 -0.014 -0.018 -0.010 -0.043
C -3.8817 -1.6201 -1.5901 -0.001 -0.006 -0.003 -0.035
C -3.9852 -0.2120 -1.5485 0.051 0.025 0.028 -0.183
H -5.9626 2.4519 -2.2759 -0.005 -0.014 -0.007 0.081
H -0.8415 -1.9137 -0.1505 0.051 0.018 -0.006 0.054
H -2.6518 -3.3090 -1.1127 -0.023 0.001 -0.007 0.103
H -4.6932 -2.1936 -2.0188 0.009 -0.012 0.004 0.081
C 5.2112 -4.0664 -1.2566 -0.014 0.013 0.004 -0.091
C 4.6195 -2.8126 -1.8646 -0.010 -0.038 0.002 -0.336
O 3.9480 -2.0716 -0.8454 0.037 0.016 0.027 -0.365
P 2.3758 -1.7571 -1.0070 -0.033 -0.001 -0.032 -0.201
S 1.8899 -0.7320 0.6183 -0.102 -0.056 0.033 0.200
S 1.3612 -3.3942 -1.4493 -0.032 0.048 0.032 0.173
O 2.4768 -0.8068 -2.3118 -0.022 0.005 0.014 -0.352
C 1.2827 -0.4054 -2.9944 -0.019 0.008 -0.080 -0.343
C 1.2337 -1.0491 -4.3638 0.014 -0.015 0.019 -0.089
H 5.7818 -4.6213 -2.0057 0.004 0.000 0.000 0.067
H 4.4082 -4.7007 -0.8811 0.002 -0.002 0.001 0.064
H 5.8723 -3.8117 -0.4271 0.005 -0.005 -0.002 0.072
H 3.9224 -3.0741 -2.6631 0.009 0.015 -0.008 0.078
H 5.3945 -2.1628 -2.2784 -0.003 0.004 -0.002 0.114
H 1.3066 0.6813 -3.0625 0.006 -0.071 -0.016 0.039
H 0.4021 -0.6860 -2.4125 -0.029 -0.015 0.032 0.077
H 2.1187 -0.7752 -4.9418 -0.004 -0.001 -0.004 0.071
H 0.3463 -0.7111 -4.9041 0.003 0.007 0.002 0.072
H 1.1966 -2.1340 -4.2633 0.001 -0.006 0.000 0.047
Cl 2.2568 1.8635 7.5442 0.002 0.002 0.006 0.546
C 1.2170 1.5407 6.1605 -0.001 -0.009 -0.001 -0.705
C 0.3223 2.5056 5.7260 -0.008 0.005 -0.009 -0.145
C -0.5002 2.2446 4.6463 0.014 0.004 0.017 -0.090
C -0.4725 1.0125 3.9488 -0.012 -0.009 -0.044 -0.377
C -1.2974 0.7629 2.7978 -0.004 -0.070 0.151 -0.247
C 0.4706 0.0682 4.4240 0.002 0.011 0.013 -0.075
C 1.2955 0.3228 5.5039 -0.003 -0.010 -0.006 -0.143
H 0.2739 3.4628 6.2308 0.003 -0.001 0.002 0.091
H -1.1846 3.0148 4.3086 0.000 0.001 -0.002 0.097
H -2.2034 1.3713 2.7551 0.013 0.005 -0.043 0.027
H -1.5102 -0.2939 2.6192 0.019 -0.002 -0.004 0.020
H 0.5563 -0.8829 3.9095 0.002 -0.002 0.000 0.097
H 2.0068 -0.4240 5.8349 0.001 0.002 0.001 0.092
Cl 2.3414 5.8990 -0.7424 0.041 0.032 -0.005 -0.223
Ge 0.3583 4.7460 -0.6914 -0.044 -0.008 0.024 0.073
Cl 1.2465 2.7272 -1.5145 0.003 0.134 0.070 -0.074
Cl 0.5661 4.0089 1.5354 -0.013 -0.030 -0.085 -0.114
```
Positions in Å, forces in eV/Å.

Summary:
Gap between HOMO and LUMO = 5.3 eV
HOMO energy = -0.0594 Eh
Energy relative to the best compared isomer or geometry (same formula, charge and spin) = 0.00 kJ/mol
Total charge = -2
LUMO energy = 3.707 eV

---

Q: The highest total charge belongs to which entry?
A: C20H20BrGeN2OOs

---

Q: energy relative to the best compared isomer or geometry (same formula, charge and spin) of number 1 (C20H20BrGeN2OOs)?
A: 0.00 kJ/mol